(1)
An isolated molecule of CHClNOP at a distorted geometry, computed with ωB97M-V with the def2-TZVPD basis set.

## Properties
total charge = 0
HOMO-LUMO gap = 9.32 eV
strongest force on any atom = 5.3 eV Å⁻¹
M = 109.5 u
HOMO = -9.96 eV
relative energy (zero: lowest compared OMol25 entry of this formula, charge and spin) = 1.1292 eV
SMILES = O=C=NPCl

Positions of all 6 atoms, in Å:
O1 -1.09048 -2.31600 -0.65188
C1 -0.35104 -1.45089 -0.46929
N1 0.43914 -0.57116 -0.35436
P1 0.27847 1.01813 0.99618
Cl1 1.68473 2.09641 0.26691
H1 -0.96083 1.22351 0.21244

Cartesian forces, eV/Å:
-1.273 -1.616 -0.320
-0.183 0.206 0.255
1.601 3.597 2.172
-2.562 -4.444 -1.411
1.276 1.473 -1.176
1.140 0.785 0.479

---

(2)
A cluster of 11 separate species, C22H66O11 in total at a distorted geometry, computed with ωB97M-V with the def2-TZVPD basis set.

## Properties
total charge = 0
HOMO-LUMO gap = 10.27 eV
strongest force on any atom = 3.3 eV Å⁻¹
M = 506.8 u
HOMO = -10.16 eV
relative energy (zero: lowest compared OMol25 entry of this formula, charge and spin) = 6.7346 eV
SMILES = CCO.CCO.CCO.CCO.CCO.CCO.CCO.CCO.CCO.CCO.CCO

Positions of all 99 atoms, in Å:
C1 4.90370 -0.45813 0.54342
C2 6.19434 0.34742 0.18116
O1 5.87949 1.39911 -0.68289
H1 5.18930 -1.25216 1.23339
H2 4.53488 -1.20596 -0.15859
H3 4.09765 0.00338 1.11386
H4 6.91521 -0.29562 -0.32377
H5 6.75247 0.67760 1.05727
H6 6.66235 1.52361 -1.22441
C3 -7.71574 -1.73884 1.11686
C4 -7.17166 -1.00573 2.22883
O2 -8.14137 -0.84809 3.30024
H7 -7.03462 -1.86668 0.27553
H8 -8.63608 -1.42121 0.62679
H9 -7.82276 -2.75573 1.49448
H10 -6.71983 -0.03988 2.00286
H11 -6.46217 -1.58021 2.82440
H12 -8.59128 -0.02175 3.10964
C5 -4.54744 -7.13063 5.72880
C6 -3.71101 -6.13619 6.55654
O3 -3.02580 -5.28293 5.71565
H13 -5.33970 -6.59188 5.20903
H14 -5.12597 -7.80379 6.36147
H15 -3.87185 -7.70008 5.09053
H16 -3.05249 -6.54481 7.32301
H17 -4.40602 -5.54503 7.15285
H18 -2.26737 -5.82982 5.49817
C7 2.22082 6.89288 2.90185
C8 2.72804 5.45861 2.80957
O4 3.86227 5.38888 1.95488
H19 2.93899 7.69834 3.05530
H20 1.60916 7.00702 3.79680
H21 1.72306 7.09324 1.95306
H22 1.93878 4.84334 2.37760
H23 2.91261 5.11647 3.82789
H24 3.83187 4.52144 1.54474
C9 -2.66802 0.75403 -6.82081
C10 -1.99867 2.00812 -7.24112
O5 -2.12140 2.97285 -6.23811
H25 -3.74895 0.89441 -6.81913
H26 -2.34953 0.52160 -5.80462
H27 -2.38769 -0.03668 -7.51671
H28 -2.38579 2.26523 -8.22708
H29 -0.93707 1.82947 -7.41204
H30 -1.36922 3.56888 -6.26191
C11 3.56877 -1.23602 -6.30203
C12 3.96008 -2.17683 -5.15679
O6 5.32827 -2.42910 -5.25823
H31 4.41873 -0.65237 -6.65561
H32 2.70307 -0.69162 -5.92480
H33 3.40778 -1.73355 -7.25840
H34 3.50205 -3.16285 -5.07861
H35 3.69363 -1.60223 -4.26969
H36 5.59591 -2.85604 -4.44111
C13 3.62701 -2.91924 6.68754
C14 5.09735 -3.41485 6.91364
O7 5.25383 -4.74878 6.51515
H37 2.96235 -3.68161 7.09388
H38 3.37704 -2.68415 5.65297
H39 3.34921 -2.07014 7.31201
H40 5.45063 -3.45566 7.94399
H41 5.75025 -2.70574 6.40473
H42 4.41221 -5.17104 6.70221
C15 -4.20500 7.23007 -1.32290
C16 -3.11744 6.29846 -1.79604
O8 -3.85785 5.10844 -2.05205
H43 -4.69157 6.81271 -0.44134
H44 -4.97219 7.60999 -1.99757
H45 -3.84658 8.19431 -0.96253
H46 -2.26792 6.08801 -1.14633
H47 -2.71907 6.55487 -2.77770
H48 -3.44884 4.68676 -2.81132
C17 2.34513 4.94403 -3.78991
C18 2.77281 5.81204 -4.98090
O9 1.83727 6.78458 -5.18301
H49 1.26378 4.82214 -3.85235
H50 2.72159 5.49609 -2.92873
H51 2.79062 3.94924 -3.78348
H52 2.54192 5.19224 -5.84729
H53 3.77722 6.22373 -4.88201
H54 2.18119 7.53788 -4.69734
C19 -1.07320 -6.62941 -0.14226
C20 -0.46273 -6.90225 1.21327
O10 0.36650 -5.79235 1.61261
H55 -1.83405 -7.40053 -0.26301
H56 -0.41381 -6.75163 -1.00154
H57 -1.68292 -5.72813 -0.20572
H58 0.10209 -7.83012 1.12297
H59 -1.26502 -7.00308 1.94421
H60 -0.20072 -5.01787 1.62005
C21 -0.76441 -0.27133 -0.63370
C22 -1.25047 -0.03403 0.81070
O11 -0.89451 -1.17872 1.55312
H61 -0.96910 -1.30315 -0.91928
H62 0.29731 -0.10488 -0.81574
H63 -1.33731 0.35159 -1.32061
H64 -2.33310 0.08764 0.77596
H65 -0.96589 0.88370 1.32536
H66 -1.16741 -1.02330 2.46029

Cartesian forces, eV/Å:
1.255 -1.279 0.994
-1.025 -1.385 0.165
-0.006 0.710 -0.423
0.694 0.175 0.789
-0.290 1.030 -1.107
0.089 0.650 -0.602
-0.174 -0.548 -0.060
-0.429 0.287 0.418
-0.140 0.365 -0.168
-0.256 -2.256 -2.002
0.483 1.223 3.034
-0.221 0.638 -0.608
0.471 0.267 0.077
-0.171 0.371 0.598
-0.628 -0.172 -0.262
-0.020 0.097 -0.164
0.708 -0.168 -0.888
-0.360 0.000 0.214
0.144 0.061 1.069
-2.186 -0.353 0.939
1.121 0.373 -0.523
0.483 0.135 -0.527
0.340 -0.309 0.225
-0.368 -0.047 -0.296
0.169 -0.655 -0.207
-0.134 0.268 -0.073
0.446 0.533 -0.621
-0.005 0.030 -0.185
-0.037 0.798 0.173
-0.070 -0.104 0.211
0.701 -0.479 -0.245
-0.685 -0.198 -0.362
-0.423 0.395 0.316
-0.209 -0.056 0.180
0.452 -0.375 -0.003
0.286 -0.024 -0.106
-0.256 -0.345 0.422
1.105 -0.304 -0.764
-0.473 0.779 0.428
-0.038 -0.168 0.001
-0.028 -0.310 -0.044
-0.178 -0.168 0.137
-0.286 0.748 -0.025
0.236 -0.243 -0.015
-0.069 0.037 -0.116
0.030 -1.204 -0.420
-0.181 0.631 -0.388
1.255 0.056 0.273
0.041 0.686 1.066
0.104 0.398 -0.763
-0.875 -0.486 0.184
-0.902 0.212 -0.427
0.265 -0.177 0.518
0.260 -0.108 -0.032
0.626 -0.370 1.188
-0.973 0.924 0.452
0.133 -0.469 -1.167
-0.215 -0.318 -0.362
0.206 -0.258 0.033
0.441 0.352 -0.108
-0.585 0.917 0.464
0.327 -0.531 -0.423
0.042 -0.246 -0.082
0.428 1.762 1.451
-1.210 -0.309 -1.516
0.169 -1.069 -0.042
-0.133 -0.284 -0.156
0.119 -1.022 -0.650
0.689 0.056 0.230
-0.233 0.370 0.494
0.296 0.791 0.127
-0.119 -0.315 0.042
0.982 0.469 -0.058
-0.716 -2.972 -0.373
-0.805 2.772 0.309
0.062 0.213 0.383
-0.667 -0.333 0.605
0.202 0.053 -0.077
1.404 -0.332 -0.420
0.166 -0.404 -0.338
-0.639 0.516 -0.021
-1.143 -0.964 -0.262
-0.042 1.438 -0.537
0.285 -0.932 0.096
-0.127 -0.333 -0.231
0.236 0.392 0.241
0.470 0.388 0.099
0.349 0.274 0.507
-0.018 -0.343 0.120
-0.020 0.116 -0.026
-0.208 0.457 0.301
-0.427 -0.179 -0.950
0.130 -0.149 0.454
-0.106 -0.053 0.225
0.010 0.126 0.294
0.102 0.148 -0.018
-0.388 -0.360 -0.124
0.848 0.157 -0.335
0.038 -0.175 0.158

---

(3)
A cluster of 2 separate species, H2N2O3S in total at a distorted geometry, computed with ωB97M-V with the def2-TZVPD basis set.

## Properties
total charge = 0
HOMO-LUMO gap (spin up / spin down) = 9.38 / 8.99 eV
strongest force on any atom = 2.9 eV Å⁻¹
M = 110.1 u
HOMO (spin up / spin down) = -10.36 / -10.05 eV
relative energy (zero: lowest compared OMol25 entry of this formula, charge and spin) = 3.9461 eV

Positions of all 8 atoms, in Å:
N1 -1.04282 -0.87750 0.10016
N2 -1.88088 1.23126 0.23021
O1 3.24288 -0.95015 0.10169
O2 1.88387 1.03293 -0.50096
O3 -2.02222 -0.01558 0.12229
S1 2.00209 -0.21747 0.19027
H1 -1.25336 -1.86416 -0.30259
H2 -0.92957 1.66066 0.05893

Cartesian forces, eV/Å:
2.484 -0.527 -0.666
0.014 2.520 0.091
-0.725 0.521 -0.098
0.033 -0.154 0.011
-1.089 -2.602 -0.747
0.783 -0.344 0.152
-1.296 2.336 0.965
-0.204 -1.751 0.291

---

(4)
A cluster of 3 separate species, C13H27N2O3PSi in total at a distorted geometry, computed with ωB97M-V with the def2-TZVPD basis set.

## Properties
total charge = 0
HOMO-LUMO gap = 8.93 eV
strongest force on any atom = 1.2 eV Å⁻¹
M = 318.4 u
HOMO = -8.42 eV
SMILES = CC(=O)OCC[SiH2]P(C)O.CCCC#N.CCCC#N

Positions of all 47 atoms, in Å:
C1 4.65358 -0.58412 -0.28730
C2 3.53247 0.10174 -1.01104
O1 3.06293 -0.29007 -2.06725
O2 3.07257 1.18103 -0.34833
C3 1.91896 1.79290 -0.92092
C4 0.66760 0.93075 -0.83245
Si1 0.47833 -0.10624 0.74691
P1 -1.10826 -1.67141 0.45308
C5 -2.14763 -0.82559 -0.80881
O3 -0.33069 -2.85538 -0.41483
H1 4.26741 -1.53932 0.05255
H2 4.96347 -0.02791 0.58936
H3 5.49914 -0.71660 -0.94805
H4 2.10281 2.08107 -1.95191
H5 1.76542 2.70701 -0.35792
H6 -0.18953 1.60379 -0.88941
H7 0.58542 0.25939 -1.68362
H8 0.22221 0.71472 1.94866
H9 1.73514 -0.85911 0.95186
H10 -2.35635 0.17258 -0.43450
H11 -1.58876 -0.73050 -1.73681
H12 -3.09131 -1.33036 -0.96439
H13 0.22459 -2.50242 -1.11369
C6 0.21383 -1.53327 6.80850
C7 -0.40261 -0.84906 5.59359
C8 -0.55068 -1.78592 4.39096
C9 0.74211 -2.23325 3.87663
N1 1.76709 -2.56229 3.47902
H14 1.23008 -1.87037 6.59990
H15 0.25779 -0.84659 7.65364
H16 -0.37616 -2.40036 7.11061
H17 0.20262 0.01433 5.31161
H18 -1.39317 -0.47142 5.85262
H19 -1.08371 -1.28431 3.58155
H20 -1.14319 -2.66119 4.66176
C10 -2.36164 0.58329 -5.22577
C11 -2.30111 2.10352 -5.12933
C12 -1.85699 2.59098 -3.74682
C13 -2.82057 2.24198 -2.70476
N2 -3.57066 1.96312 -1.88250
H21 -3.10309 0.17143 -4.53936
H22 -2.63486 0.27488 -6.23420
H23 -1.39386 0.13694 -4.98911
H24 -3.27669 2.52786 -5.37097
H25 -1.59558 2.48771 -5.86759
H26 -1.73126 3.67481 -3.75059
H27 -0.88805 2.15733 -3.48966

Cartesian forces, eV/Å:
-0.251 0.356 0.278
-0.251 -0.397 -0.866
0.364 0.518 1.032
0.271 -0.249 -0.237
-0.593 0.192 -0.101
-0.174 0.185 0.371
0.559 -0.091 -0.533
-0.592 -0.442 0.429
0.531 0.048 0.330
-0.036 0.184 0.135
0.099 -0.276 -0.085
0.012 0.148 0.066
0.063 -0.202 -0.198
0.265 -0.099 -0.172
0.144 0.067 0.224
-0.165 0.043 -0.020
0.129 -0.124 -0.101
-0.113 0.101 0.017
-0.055 -0.029 0.090
-0.157 0.190 -0.025
-0.127 0.058 -0.246
-0.110 -0.194 -0.110
0.184 -0.037 -0.251
0.012 0.050 -0.037
0.060 -0.046 0.189
-0.138 0.188 0.056
-0.075 -0.019 -0.021
0.091 -0.004 -0.016
-0.007 -0.026 -0.021
0.007 -0.010 0.014
0.001 -0.011 0.003
-0.017 0.006 -0.060
-0.025 -0.006 -0.061
0.036 -0.063 -0.060
0.036 -0.055 -0.012
-0.034 0.047 0.009
0.005 -0.198 -0.096
0.013 0.112 -0.215
0.134 0.029 0.064
-0.091 0.020 0.016
0.014 0.005 0.026
0.000 -0.021 -0.001
0.008 -0.006 0.001
0.003 0.053 0.029
0.020 0.050 0.035
-0.032 0.006 0.066
-0.018 -0.047 0.063

---

(5)
A structure of composition C23H24BrINNaO2SSbSe4Te, computed with ωB97M-V with the def2-TZVPD basis set.

## Properties
total charge = -1
HOMO-LUMO gap = 6.02 eV
strongest force on any atom = 0.2 eV Å⁻¹
M = 1173.5 u
HOMO = -4.33 eV
relative energy (zero: lowest compared OMol25 entry of this formula, charge and spin) = 0.0000 eV

Positions of all 60 atoms, in Å:
Na1 1.91434 -1.33863 0.49423
C1 -0.45732 -3.52416 0.28145
O1 0.04401 -2.65105 1.28575
C2 0.67983 -3.36319 2.35171
C3 1.09212 -2.38426 3.41862
O2 1.86643 -1.36857 2.81497
C4 2.71348 -0.68196 3.72411
H1 -1.26037 -4.14892 0.68711
H2 0.33834 -4.16785 -0.10531
H3 -0.84939 -2.90668 -0.52608
H4 1.56576 -3.88497 1.97503
H5 -0.01409 -4.10024 2.77413
H6 1.68972 -2.92545 4.15865
H7 0.21742 -1.93907 3.91374
H8 3.39586 -1.38633 4.20449
H9 2.11473 -0.15134 4.47466
H10 3.29985 0.02433 3.14028
Br1 -3.69272 2.67344 2.22066
C5 -1.91630 3.28100 1.96985
C6 -1.71770 4.64918 1.84498
C7 -0.44705 5.14308 1.60534
C8 0.62454 4.26928 1.49367
C9 0.42335 2.90622 1.62686
C10 -0.84961 2.39570 1.86903
I1 -1.04129 0.32320 1.96676
H11 -2.56475 5.31653 1.92541
H12 -0.29878 6.20954 1.49786
H13 1.62022 4.64433 1.29754
H14 1.25731 2.22343 1.53457
Te1 0.40644 0.72668 -2.12239
C11 -0.80611 2.45725 -2.33225
C12 -1.78636 2.79490 -1.40361
C13 -2.55245 3.94046 -1.56738
C14 -2.33149 4.77572 -2.65380
C15 -1.34747 4.45473 -3.57896
C16 -0.59453 3.29800 -3.42257
C17 -1.15390 -0.67122 -2.43756
C18 -2.32718 -0.64181 -1.69219
C19 -3.31193 -1.60040 -1.89625
C20 -3.12301 -2.60637 -2.83269
C21 -1.95020 -2.64170 -3.57535
C22 -0.97311 -1.67404 -3.38615
H15 -1.95447 2.16421 -0.54093
H16 -3.31735 4.17970 -0.83827
H17 -2.92478 5.67280 -2.78014
H18 -1.16894 5.10068 -4.42967
H19 0.16009 3.04439 -4.15684
H20 -2.48167 0.11795 -0.93807
H21 -4.22037 -1.56414 -1.30777
H22 -3.88466 -3.36127 -2.98250
H23 -1.79281 -3.42328 -4.30800
H24 -0.06097 -1.70872 -3.96633
Se1 7.51127 -3.98558 0.41762
Sb1 5.38659 -3.21819 1.18852
Se2 4.50140 -4.02622 3.30119
Se3 3.57043 -4.77459 -0.01057
Se4 4.77110 -0.98106 0.40745
S1 3.69551 -4.09280 -2.13585
C23 2.55019 -2.86627 -2.02401
N1 1.76280 -2.02644 -1.91477

Cartesian forces, eV/Å:
0.184 -0.015 0.046
-0.020 -0.019 0.006
0.026 0.001 0.002
-0.048 -0.028 -0.034
0.043 0.063 0.015
0.061 -0.070 -0.074
-0.045 0.008 0.009
0.002 -0.001 0.004
0.006 0.005 0.003
0.008 -0.004 0.013
-0.022 -0.013 0.006
-0.001 0.003 -0.008
0.009 -0.003 0.001
-0.007 0.002 0.004
-0.001 -0.009 0.005
-0.002 0.004 -0.004
0.001 -0.007 0.001
0.007 0.012 -0.001
0.007 -0.038 0.026
0.001 -0.006 0.011
0.005 -0.005 -0.005
-0.010 0.023 -0.002
-0.005 -0.036 0.010
0.004 0.024 -0.023
-0.008 0.071 -0.008
0.003 0.000 -0.004
-0.002 -0.006 0.002
-0.001 -0.006 0.002
0.011 -0.004 -0.002
-0.055 0.022 -0.021
-0.016 -0.005 -0.020
0.011 -0.011 -0.002
0.003 0.005 -0.022
0.019 -0.025 -0.011
-0.019 -0.003 0.035
0.006 0.008 0.007
0.005 -0.015 -0.033
-0.009 0.010 0.010
0.017 0.000 -0.013
0.012 0.006 0.003
-0.005 0.020 0.014
-0.017 0.004 0.020
0.001 0.013 -0.007
0.001 0.001 0.004
0.003 -0.001 0.002
-0.003 -0.002 -0.001
-0.001 -0.001 0.002
0.014 -0.029 -0.007
-0.002 -0.006 -0.002
0.001 0.002 0.001
-0.001 -0.001 0.001
-0.003 0.002 0.004
0.021 0.026 0.006
-0.004 0.010 -0.005
-0.042 0.014 -0.019
-0.015 -0.015 0.065
-0.107 -0.004 0.049
0.001 -0.032 -0.055
0.055 0.059 -0.012
-0.082 -0.002 0.009

---

Among the records above, which one has the highest strongest force on any atom?
CHClNOP